(1)
C6H15N | ωB97M-V with the def2-TZVPD basis set

## Properties
HOMO-LUMO gap in eV: 7.216
E in eV: -7949.7090
Energy above the lowest of the compared OMol25 structures with the same formula, charge and spin in kJ/mol: 584.5

Element x y z (Å)
H -2.4450 1.7171 -1.2930
H 1.6725 -0.4595 -1.3182
H -1.2926 0.9000 0.8758
H -0.4926 -1.8336 0.6151
H -0.6814 0.4652 0.3319
H -2.8265 0.1416 -1.3638
H 0.3407 0.1062 2.4919
H 1.9013 -1.4500 1.0736
C 1.2883 0.4831 2.0967
H 1.7774 0.5861 3.0887
H 2.9434 -0.1219 0.8669
C 1.8580 -0.3291 0.8609
C 1.2508 0.0877 -0.5110
C -0.2445 -0.0605 -0.5848
H 1.3980 1.1659 -0.5594
H -1.6392 -1.5730 -0.7326
C -2.1178 0.8581 -1.7997
H -0.0492 -2.2894 -0.9085
H -2.3562 1.0803 -2.8323
H 1.0085 1.5036 1.7654
N -0.6801 0.5558 -1.7534
C -0.6138 -1.5336 -0.4103


(2)
C4H3FS | ωB97M-V with the def2-TZVPD basis set

## Properties
HOMO-LUMO gap in eV: 7.434
E in eV: -17743.4284
Energy above the lowest of the compared OMol25 structures with the same formula, charge and spin in kJ/mol: 477.6

Element x y z (Å)
S 0.7764 -1.6608 -0.2591
C 0.2472 0.8695 0.1253
C -1.0545 0.1523 0.1254
F 3.1105 1.4094 -0.0149
C 1.1946 0.0070 -0.1234
C -0.8832 -1.1970 -0.1717
H 0.4130 1.8034 0.5021
H -1.6851 -1.9238 -0.2794
H -2.1189 0.5401 0.0957